No. 1
ORCA calculation (wB97M-V/def2-TZVPD) on a molecular structure, C25H23FeN6O3S2.

Geometry (Å):
1 Fe -3.6932 0.3712 0.8744
2 C 8.8018 -2.3482 -3.6430
3 O 8.3162 -1.1081 -3.1745
4 C 7.0032 -1.0545 -2.8135
5 C 6.5492 0.1804 -2.3514
6 C 5.2382 0.3348 -1.9619
7 C 4.3433 -0.7385 -2.0238
8 C 4.8088 -1.9606 -2.4883
9 C 6.1314 -2.1309 -2.8834
10 C 2.9556 -0.5295 -1.5982
11 N 2.4552 0.6211 -1.2206
12 C 1.1436 0.3629 -0.9000
13 C 0.8543 -0.9678 -1.0916
14 N 2.0244 -1.5318 -1.5466
15 C -0.4330 -1.5532 -0.8663
16 C -0.8188 -2.8620 -1.1293
17 C -2.1354 -3.2204 -0.9024
18 C -3.0172 -2.2836 -0.3784
19 N -2.6570 -1.0446 -0.0650
20 C -1.3968 -0.6609 -0.3510
21 C -1.1216 0.7358 -0.1551
22 N -2.1709 1.4725 0.2776
23 C -1.9849 2.7792 0.4194
24 C -0.7636 3.4003 0.1569
25 C 0.3120 2.6536 -0.2725
26 C 0.1379 1.2835 -0.4392
27 H 9.8519 -2.1939 -3.8765
28 H 8.2749 -2.6680 -4.5469
29 H 8.7125 -3.1265 -2.8794
30 H 7.2482 1.0051 -2.3058
31 H 4.8782 1.2882 -1.6007
32 H 4.1470 -2.8153 -2.5607
33 H 6.4562 -3.0975 -3.2399
34 H 2.1781 -2.5031 -1.7378
35 H -0.1150 -3.5824 -1.5291
36 H -2.4891 -4.2159 -1.1320
37 H -4.0588 -2.5278 -0.2176
38 H -2.8490 3.3244 0.7800
39 H -0.6783 4.4690 0.2988
40 H 1.2749 3.1018 -0.4814
41 N -5.0296 -0.8901 1.5963
42 N -6.2372 -0.6858 0.9052
43 C -6.1372 -0.1143 -0.3947
44 O -7.1479 -0.1272 -1.0937
45 O -4.9833 0.3622 -0.6595
46 H -4.7654 -1.8673 1.6320
47 H -5.0866 -0.5361 2.5470
48 H -7.0028 -1.3145 1.0663
49 C -1.9989 1.7007 4.9992
50 C -2.8194 1.4755 3.7515
51 S -2.4836 0.0068 2.8558
52 C -3.7564 2.3629 3.3518
53 C -4.0062 3.6311 4.1311
54 S -4.7202 2.1476 1.9082
55 H -1.4329 0.8027 5.2477
56 H -2.6174 1.9582 5.8644
57 H -1.2781 2.5167 4.8662
58 H -3.9688 3.4739 5.2119
59 H -4.9845 4.0412 3.8780
60 H -3.2581 4.3975 3.8920

Its orbital gap is 4.34 eV. The lowest unoccupied orbital energy comes out at 1.7 eV. The calculation puts the HOMO energy at -2.594 eV. Its charge is -1.

No. 2
ORCA calculation (wB97M-V/def2-TZVPD) on a molecular structure, C25H23GeN3PtS5SbTe.

Geometry (Å):
1 Pt 0.1891 -0.7392 -1.8983
2 S 1.3346 -3.6161 -6.1220
3 Sb 1.5678 -3.1312 -3.9102
4 S 2.1097 -0.7905 -3.5500
5 S -0.5576 -2.9992 -2.8285
6 S 3.0939 -4.4147 -2.7697
7 C 0.3206 2.9690 -0.7157
8 Ge 0.0009 1.0728 -0.2775
9 C -1.9041 1.2434 0.3544
10 C -2.9443 0.5008 -0.2342
11 C -4.2749 0.6484 0.1826
12 C -4.5956 1.5470 1.1994
13 C -3.5809 2.2958 1.7987
14 C -2.2560 2.1428 1.3777
15 C 1.0343 0.9122 1.4384
16 C 2.1580 1.6993 1.5498
17 C 3.0381 1.6277 2.6722
18 C 2.7851 0.7612 3.6904
19 C 1.6414 -0.0875 3.6416
20 C 1.3704 -1.0112 4.6964
21 C 0.2892 -1.8441 4.6464
22 C -0.5844 -1.8019 3.5257
23 C -0.3479 -0.9309 2.5013
24 C 0.7701 -0.0260 2.5156
25 H 0.1273 3.6006 0.1657
26 H -0.3727 3.2517 -1.5166
27 H 1.3460 3.1507 -1.0699
28 H -2.7107 -0.2004 -1.0247
29 H -5.0573 0.0601 -0.2893
30 H -5.6261 1.6681 1.5186
31 H -3.8224 2.9959 2.5940
32 H -1.4747 2.7266 1.8705
33 H 2.3971 2.4058 0.7495
34 H 3.9157 2.2651 2.7076
35 H 3.4515 0.6937 4.5431
36 H 2.0506 -1.0430 5.5441
37 H 0.1033 -2.5472 5.4539
38 H -1.4349 -2.4757 3.4733
39 H -1.0169 -0.9216 1.6527
40 N 4.9567 -2.9259 0.3463
41 C 3.5732 -2.8728 0.4862
42 C 2.8239 -2.0964 -0.4125
43 N 1.5213 -2.1461 -0.4184
44 C 0.9230 -2.9107 0.5017
45 C 1.6653 -3.5618 1.4538
46 N 3.0154 -3.5524 1.4536
47 H 5.2353 -2.8360 -0.6194
48 H 5.3300 -3.7587 0.7640
49 H 3.2963 -1.4774 -1.1642
50 H -0.1537 -3.0063 0.4310
51 H 1.1689 -4.1181 2.2503
52 Te -0.8986 -0.0487 -4.3289
53 C -2.1285 1.6786 -4.5856
54 C -2.8724 2.0086 -5.7031
55 C -3.5582 3.2705 -5.5788
56 C -3.3214 3.8784 -4.3739
57 S -2.2899 2.9218 -3.4143
58 H -2.9246 1.3612 -6.5800
59 H -4.1921 3.7011 -6.3524
60 H -3.7030 4.8325 -4.0127

Its orbital gap (spin up / spin down) is 5.20 / 5.09 eV. The lowest unoccupied orbital energy (spin up / spin down) comes out at 3.9 / 3.2 eV. The calculation puts the HOMO energy (spin up / spin down) at -1.252 / -1.893 eV. The value obtained for the relative energy (zero: lowest compared OMol25 entry of this formula, charge and spin) is 0.00 kcal/mol. Its expectation value of S² is 3.770. As for the spin multiplicity: 4. Its charge is -2.

No. 3
ORCA calculation (wB97M-V/def2-TZVPD) on a molecular structure, C25H23MnN4O4.

Geometry (Å):
1 Mn 0.0276 -0.4434 0.0387
2 C -2.1146 -0.1277 -3.7861
3 O -1.9979 1.1904 -3.0809
4 C -1.2602 0.9567 -2.0442
5 N -0.8944 -0.2482 -1.7741
6 C -1.4776 -1.1504 -2.8168
7 C -0.4216 -1.9896 -3.4979
8 C -0.6848 -3.3067 -3.8239
9 C 0.2642 -4.0491 -4.5195
10 C 1.4725 -3.4765 -4.8846
11 C 1.7344 -2.1494 -4.5753
12 C 0.7792 -1.4034 -3.8914
13 C -0.8985 2.0607 -1.1016
14 C -1.2390 3.3935 -1.1530
15 C -0.8770 4.1885 -0.0648
16 C -0.2285 3.6374 1.0433
17 C 0.0638 2.2939 0.9957
18 N -0.2396 1.5546 -0.0659
19 C 0.6924 1.4285 2.0373
20 N 0.8423 0.1663 1.8003
21 C 1.5701 -0.4216 2.9779
22 C 1.5315 0.7517 3.9771
23 O 1.0881 1.9244 3.1627
24 C 0.9975 -1.6999 3.5202
25 C -0.3685 -1.8527 3.7295
26 C -0.8540 -3.0254 4.2854
27 C 0.0260 -4.0381 4.6491
28 C 1.3894 -3.8808 4.4577
29 C 1.8765 -2.7099 3.8905
30 H -1.5401 -0.0118 -4.6992
31 H -3.1625 -0.2983 -4.0030
32 H -2.2164 -1.7698 -2.3129
33 H -1.6125 -3.7703 -3.5114
34 H 0.0564 -5.0805 -4.7711
35 H 2.2062 -4.0605 -5.4239
36 H 2.6653 -1.6919 -4.8851
37 H 0.9656 -0.3494 -3.6996
38 H -1.7727 3.7913 -2.0056
39 H -1.1242 5.2420 -0.0701
40 H 0.0220 4.2260 1.9154
41 H 2.5917 -0.6005 2.6392
42 H 2.4950 1.0055 4.4030
43 H 0.7821 0.6205 4.7517
44 H -1.0635 -1.0686 3.4518
45 H -1.9179 -3.1490 4.4380
46 H -0.3547 -4.9502 5.0891
47 H 2.0764 -4.6637 4.7496
48 H 2.9441 -2.5894 3.7373
49 N 1.6983 -1.5813 -0.6633
50 C 1.1453 -2.7427 0.1417
51 C -0.4025 -2.7701 -0.0034
52 O -0.9147 -3.5280 -0.7690
53 O -1.0548 -1.8071 0.7221
54 H 1.6539 -1.8293 -1.6534
55 H 2.6701 -1.4225 -0.4171
56 H 1.4209 -2.6032 1.1850
57 H 1.4797 -3.7215 -0.1905

Its orbital gap (spin up / spin down) is 6.32 / 6.77 eV. The lowest unoccupied orbital energy (spin up / spin down) comes out at -8.2 / -7.7 eV. The calculation puts the HOMO energy (spin up / spin down) at -14.514 / -14.521 eV. Its expectation value of S² is 6.053. As for the spin multiplicity: 5. Its charge is +2.

No. 4
ORCA calculation (wB97M-V/def2-TZVPD) on a molecular structure, C25H23N10O7PS5Ti.

Geometry (Å):
1 Ti 0.2612 -0.4579 0.0871
2 C 5.0049 1.7630 -1.3245
3 N 3.6261 1.8159 -0.8436
4 C 3.1378 2.7274 0.0651
5 C 1.9160 2.2779 0.4452
6 N 1.6596 1.0945 -0.2115
7 C 2.7191 0.8338 -0.9595
8 P 2.8557 -0.5206 -2.1780
9 C 1.1195 -0.3901 -2.7505
10 N 0.0970 -0.2357 -1.9431
11 C -1.0287 -0.0961 -2.7152
12 C -0.6577 -0.1522 -4.0228
13 N 0.7025 -0.3358 -4.0302
14 C 1.5452 -0.4504 -5.2208
15 C 2.6138 -1.9234 -1.0485
16 N 1.5519 -2.0358 -0.2770
17 C 1.6806 -3.2098 0.4296
18 C 2.8397 -3.8059 0.0561
19 N 3.4157 -2.9921 -0.8969
20 C 4.7673 -3.1394 -1.4307
21 H 5.4610 2.7355 -1.1735
22 H 5.5559 1.0105 -0.7618
23 H 5.0305 1.5188 -2.3828
24 H 3.6996 3.5995 0.3631
25 H 1.1851 2.7159 1.1081
26 H -2.0084 0.0177 -2.2803
27 H -1.2332 -0.0796 -4.9321
28 H 0.9041 -0.4947 -6.0945
29 H 2.2063 0.4070 -5.3115
30 H 2.1433 -1.3554 -5.1785
31 H 0.9265 -3.5167 1.1338
32 H 3.3096 -4.7184 0.3830
33 H 5.0203 -4.1938 -1.4675
34 H 4.8181 -2.7255 -2.4340
35 H 5.4722 -2.6146 -0.7858
36 O 4.2923 -1.0338 5.1374
37 C 3.1497 -0.3822 5.2443
38 O 2.8376 0.1994 6.2610
39 C 2.2128 -0.4010 4.0797
40 C 0.8961 -0.0176 4.2408
41 N 0.3121 -0.0915 3.0643
42 N 1.1581 -0.4836 2.0826
43 C 2.3476 -0.6578 2.6984
44 C 3.6288 -1.0741 1.9786
45 O 4.3574 -1.8866 2.6069
46 O 3.8467 -0.5993 0.8434
47 H 4.3524 -1.4599 4.2344
48 H 0.3672 0.2781 5.1335
49 H -0.6385 0.1643 2.8230
50 S -4.9165 3.3155 -2.5034
51 C -4.1665 2.9695 -1.0392
52 S -2.5233 3.3413 -0.6853
53 C -2.6210 2.6616 0.9357
54 N -3.8057 2.1785 1.1707
55 N -4.6565 2.3718 0.0654
56 C -5.9812 1.8243 0.2167
57 C -6.1040 0.5430 0.7326
58 C -7.3692 0.0044 0.9201
59 C -8.5024 0.7430 0.5972
60 C -8.3625 2.0280 0.0879
61 C -7.0995 2.5754 -0.1011
62 S -1.2494 2.6921 1.9666
63 H -5.2128 -0.0173 0.9794
64 H -7.4658 -0.9973 1.3216
65 H -9.4903 0.3211 0.7451
66 H -9.2408 2.6148 -0.1569
67 H -6.9808 3.5745 -0.4937
68 O -1.0880 -2.1513 -0.4575
69 S -2.0300 -1.6950 0.6127
70 O -3.3924 -1.5884 0.1884
71 O -1.4324 -0.2345 0.7862
72 S -1.7472 -2.7025 2.2668

Its orbital gap (spin up / spin down) is 6.04 / 6.03 eV. The lowest unoccupied orbital energy (spin up / spin down) comes out at 1.5 / 1.5 eV. The calculation puts the HOMO energy (spin up / spin down) at -4.552 / -4.553 eV. The value obtained for the relative energy (zero: lowest compared OMol25 entry of this formula, charge and spin) is 33.90 kcal/mol. Its expectation value of S² is 0.753. As for the spin multiplicity: 2. Its charge is -1.

Q: The highest charge belongs to which entry?
A: C25H23MnN4O4